No. 1
{
  "formula": "C3H14O4",
  "method": "ωB97M-V/def2-TZVPD",
  "smiles": "C=CC.O.O.O.O",
  "energy_ha": -423.58651,
  "lumo_energy_ev": 0.5902,
  "relative_energy_kcal_mol": 51.5,
  "species": ["C", "C", "C", "H", "H", "H", "H", "H", "H", "O", "H", "H", "O", "H", "H", "O", "H", "H", "O", "H", "H"],
  "positions_angstrom": [[0.62, 0.54, 1.70], [0.36, -0.73, 1.88], [-0.24, -1.57, 0.79], [0.94, 1.24, 2.45], [0.39, 0.94, 0.70], [0.52, -1.24, 2.84], [-0.84, -0.75, 0.13], [0.56, -2.18, 0.35], [-0.94, -2.21, 1.05], [2.21, -1.43, -1.32], [1.28, -1.62, -1.31], [2.43, -1.38, -0.43], [-2.32, 0.98, -1.04], [-1.72, 0.33, -1.38], [-2.79, 0.57, -0.21], [0.02, -0.06, -1.92], [0.48, 0.09, -2.78], [0.39, 0.59, -1.30], [-0.10, 2.56, -0.24], [-1.00, 2.30, -0.48], [-0.26, 3.05, 0.52]]
}



No. 2
{
  "formula": "C5H3N2S",
  "method": "ωB97M-V/def2-TZVPD",
  "charge": -1,
  "energy_ha": -699.77267,
  "lumo_energy_ev": [0.9551, 2.7106],
  "relative_energy_kcal_mol": 197.4,
  "species": ["C", "C", "C", "C", "C", "N", "N", "S", "H", "H", "H"],
  "positions_angstrom": [[1.78, -0.31, -3.74], [1.16, -0.71, -2.78], [-0.49, 1.14, 1.47], [-0.35, -0.13, 2.06], [-0.05, -0.23, -0.04], [-0.25, 1.05, 0.11], [0.02, -0.99, 1.03], [0.20, -2.63, 1.05], [1.94, 0.00, -4.72], [-0.56, 2.19, 1.97], [-0.37, -0.67, 2.98]]
}



No. 3
{
  "formula": "C3H4O3S",
  "method": "ωB97M-V/def2-TZVPD",
  "spin_multiplicity": 3,
  "energy_ha": -740.39337,
  "lumo_energy_ev": [0.1355, -3.5243],
  "relative_energy_kcal_mol": 28.5,
  "species": ["C", "C", "C", "O", "O", "O", "S", "H", "H", "H", "H"],
  "positions_angstrom": [[1.56, -0.60, 0.21], [0.81, 0.64, -0.21], [0.19, -0.68, -0.18], [-2.60, 0.31, 1.43], [-0.84, -1.35, -0.18], [-2.20, 0.98, -0.89], [-2.62, -0.07, 0.05], [2.34, -0.84, -0.51], [1.70, -0.86, 1.26], [0.81, 1.54, 0.30], [0.85, 0.92, -1.27]]
}



No. 4
{
  "formula": "C2H2FGaO2",
  "method": "ωB97M-V/def2-TZVPD",
  "charge": 1,
  "spin_multiplicity": 2,
  "energy_ha": -2251.99404,
  "lumo_energy_ev": [-5.3683, -9.6121],
  "relative_energy_kcal_mol": 0.0,
  "species": ["F", "C", "C", "H", "O", "O", "H", "Ga"],
  "positions_angstrom": [[-1.72, 1.33, 0.19], [-0.79, 0.41, 0.27], [-0.83, -0.89, 0.14], [-1.62, -1.55, 0.45], [0.56, 1.11, -0.25], [1.41, 0.08, -0.80], [0.34, -1.12, -0.44], [2.64, 0.62, 0.43]]
}



No. 5
{
  "formula": "C32H27F2N5O4S2V",
  "method": "ωB97M-V/def2-TZVPD",
  "spin_multiplicity": 2,
  "energy_ha": -3750.55874,
  "lumo_energy_ev": [-0.7816, -0.3650],
  "relative_energy_kcal_mol": 0.0,
  "species": ["V", "C", "S", "C", "S", "N", "N", "C", "C", "C", "C", "C", "C", "N", "H", "H", "H", "H", "H", "H", "H", "H", "O", "C", "C", "O", "O", "C", "C", "C", "C", "C", "C", "C", "C", "C", "C", "C", "C", "H", "H", "H", "H", "H", "H", "H", "H", "H", "H", "H", "O", "C", "C", "C", "C", "C", "C", "C", "N", "C", "C", "N", "H", "H", "H", "H", "H", "H", "H", "F", "C", "F", "H"],
  "positions_angstrom": [[0.22, 0.13, -0.63], [-4.35, 2.70, -2.53], [-2.86, 3.60, -2.08], [-2.03, 2.37, -1.11], [-1.81, 0.78, -1.81], [-1.61, 2.77, 0.03], [-0.87, 1.80, 0.74], [-1.18, 1.80, 1.98], [-0.57, 0.92, 2.98], [-1.12, 0.89, 4.25], [-0.58, 0.02, 5.19], [0.50, -0.75, 4.82], [1.00, -0.63, 3.53], [0.49, 0.19, 2.62], [-4.92, 3.36, -3.18], [-4.94, 2.46, -1.65], [-4.11, 1.79, -3.08], [-1.95, 2.49, 2.32], [-1.97, 1.51, 4.49], [-1.00, -0.05, 6.18], [0.96, -1.45, 5.51], [1.85, -1.22, 3.21], [-2.96, -0.68, 1.02], [-2.56, -2.02, 1.23], [-1.02, -2.13, 1.11], [-0.35, -2.97, 1.65], [-0.52, -1.25, 0.27], [-3.19, -2.92, 0.15], [-4.56, -2.83, -0.03], [-5.19, -3.60, -1.00], [-4.45, -4.47, -1.79], [-3.08, -4.56, -1.61], [-2.45, -3.79, -0.64], [-3.02, -2.44, 2.62], [-3.72, -1.55, 3.42], [-4.16, -1.93, 4.68], [-3.90, -3.21, 5.15], [-3.21, -4.11, 4.34], [-2.78, -3.73, 3.08], [-2.68, -0.40, 0.13], [-5.14, -2.15, 0.58], [-6.26, -3.52, -1.13], [-4.94, -5.07, -2.54], [-2.49, -5.23, -2.22], [-1.37, -3.88, -0.52], [-3.93, -0.55, 3.05], [-4.71, -1.23, 5.30], [-4.24, -3.51, 6.13], [-3.02, -5.11, 4.69], [-2.26, -4.43, 2.45], [1.13, 1.56, -1.18], [2.31, 2.18, -1.16], [2.40, 3.47, -1.67], [3.62, 4.13, -1.65], [4.74, 3.51, -1.11], [4.65, 2.23, -0.60], [3.43, 1.55, -0.62], [3.28, 0.19, -0.10], [2.15, -0.47, 0.05], [2.46, -1.71, 0.57], [3.80, -1.79, 0.74], [4.31, -0.58, 0.32], [1.51, 3.93, -2.08], [3.69, 5.13, -2.05], [5.69, 4.03, -1.09], [5.53, 1.77, -0.18], [1.69, -2.44, 0.77], [4.43, -2.57, 1.11], [5.28, -0.32, 0.28], [1.05, -2.30, -1.95], [0.64, -1.04, -2.32], [1.67, -0.50, -3.04], [-0.21, -1.17, -3.00]]
}



No. 6
{
  "formula": "C10H10FNO2",
  "method": "ωB97M-V/def2-TZVPD",
  "smiles": "O=C(O)[C@]1(F)NCCc2ccccc21",
  "energy_ha": -692.12769,
  "lumo_energy_ev": 0.6007,
  "relative_energy_kcal_mol": 3.2,
  "species": ["O", "C", "O", "C", "F", "N", "C", "C", "C", "C", "C", "C", "C", "C", "H", "H", "H", "H", "H", "H", "H", "H", "H", "H"],
  "positions_angstrom": [[-0.50, -3.62, 1.55], [-0.25, -2.47, 1.75], [-0.89, -1.66, 2.68], [0.71, -1.64, 0.94], [1.74, -2.43, 0.30], [1.29, -0.63, 1.72], [1.88, 0.44, 0.91], [0.77, 1.28, 0.24], [-0.23, 0.39, -0.47], [-1.31, 0.94, -1.15], [-2.09, 0.09, -1.95], [-2.02, -1.28, -1.78], [-1.24, -1.86, -0.88], [-0.32, -0.99, -0.30], [-0.36, -0.75, 2.75], [2.09, -1.08, 2.34], [2.43, -0.09, 0.13], [2.42, 1.05, 1.51], [1.25, 1.89, -0.54], [0.28, 1.93, 0.91], [-1.40, 1.97, -1.30], [-2.74, 0.50, -2.71], [-2.67, -2.08, -2.30], [-1.32, -2.93, -0.55]]
}



No. 7
{
  "formula": "C5H12N2",
  "method": "ωB97M-V/def2-TZVPD",
  "spin_multiplicity": 3,
  "energy_ha": -306.98618,
  "lumo_energy_ev": [0.9436, -0.0148],
  "relative_energy_kcal_mol": 41.8,
  "species": ["C", "C", "C", "C", "C", "N", "N", "H", "H", "H", "H", "H", "H", "H", "H", "H", "H", "H", "H"],
  "positions_angstrom": [[0.48, 0.54, 0.08], [0.10, 1.62, -0.79], [1.78, 0.63, 0.87], [0.81, -1.88, -0.22], [-2.99, -0.36, 0.03], [-0.02, -0.72, -0.35], [-0.55, -0.18, 0.76], [0.45, 2.63, -0.45], [-1.05, 1.49, -0.89], [0.35, 1.42, -1.83], [2.59, -0.01, 0.50], [1.55, 0.42, 1.94], [2.06, 1.69, 1.00], [1.43, -1.71, -1.17], [1.49, -1.75, 0.55], [0.11, -2.79, -0.09], [-3.00, -0.33, -1.06], [-2.56, -1.27, 0.50], [-3.04, 0.57, 0.62]]
}